Here is the ion C3H6N3 with charge +1 in a non-equilibrium geometry from the Open Molecules 2025 dataset. Energies are from wB97M-V/def2-TZVPD.

Atoms and positions in Å:
C 0.368 -0.697 -0.386
N -0.480 0.385 -0.104
C -1.660 0.784 -0.509
N -2.243 1.717 0.704
N -1.323 1.772 1.510
C -0.155 1.007 1.154
H 0.437 -0.981 -1.437
H 0.021 -1.488 0.264
H 1.373 -0.524 -0.080
H -2.097 0.461 -1.496
H 0.752 1.689 1.047
H 0.137 0.387 1.985

Gap between HOMO and LUMO: 0.3516 Eh
Max |F|: 0.0655 hartree/bohr
SMILES: C[N+]1=CN=NC1
Electronic energy: -7668.6424 eV
Energy relative to the best compared isomer or geometry (same formula, charge and spin): 63.0 kcal per mole
LUMO energy: -6.0 eV
Total charge: +1

In elementary charge units, the Löwdin charges are: 0.00, -0.11, 0.17, 0.14, 0.05, -0.13, 0.13, 0.13, 0.11, 0.17, 0.19, 0.16